1.
ORCA calculation (wB97M-V/def2-TZVPD) on one molecule with the formula C7H7N3O2 at a distorted geometry.

XYZ file:
```
19
Properties=species:S:1:pos:R:3:forces:R:3
N 2.826201 -0.976645 1.996735 -1.1 0.7 -0.8
C 2.057637 -0.399647 1.342650 0.8 0.2 0.1
C 1.120262 0.291154 0.459732 0.4 0.6 0.8
C 0.773847 1.611935 0.580934 1.6 -0.1 0.2
C -0.316194 2.170284 -0.272605 1.3 -3.2 1.1
C -1.167596 1.244897 -0.726178 -0.1 0.8 -0.9
C -1.022263 -0.241252 -0.555050 -0.5 -0.5 -1.7
N -1.570376 -0.669252 0.725970 -0.8 -0.5 2.7
O -1.812467 -1.847324 0.868664 0.1 -0.8 -0.8
O -1.718504 0.111721 1.652206 0.2 0.6 -0.8
C 0.487743 -0.547524 -0.620156 0.0 0.0 -1.1
N 0.855870 -1.961990 -0.715536 2.3 1.2 3.3
H 1.433296 2.280876 1.216195 -1.3 -0.9 -0.6
H -0.342825 3.189348 -0.505531 -0.3 1.3 -0.2
H -1.944874 1.553255 -1.378773 -0.8 0.3 -0.4
H -1.622448 -0.890898 -1.318802 1.2 1.5 1.2
H 0.784340 -0.016594 -1.616836 -0.4 -1.0 1.4
H 0.969120 -2.562570 0.168605 -0.5 1.8 -1.7
H 0.209230 -2.339776 -1.302223 -1.9 -1.9 -1.8
```
Forces are in eV/Å.

SMILES = N#CC1=CC=C[C@H]([N+](=O)[O-])[C@@H]1N
E = -585.5209 Eh
E_HOMO = -9.461 eV
Orbital gap = 8.74 eV
Energy relative to the best compared isomer or geometry (same formula, charge and spin) = 5.694 eV



2.
ORCA calculation (wB97M-V/def2-TZVPD) on one molecule with the formula C7H7N3O4 at a distorted geometry.

XYZ file:
```
21
Properties=species:S:1:pos:R:3:forces:R:3
C -0.127359 -0.020862 2.012874 1.3 -0.1 -1.0
C 1.253054 -0.935106 0.226914 -1.3 0.6 1.3
C 0.321077 -1.049847 2.779234 -0.7 -0.9 1.7
C 1.604262 -1.896985 1.167157 -0.7 1.5 -0.9
C 0.393479 0.068987 0.719053 -0.2 -0.1 -0.9
C -1.301770 -0.566296 -2.984221 0.8 1.1 -1.2
C -0.022636 1.231854 -0.119718 0.0 -1.6 -0.5
N 1.173084 -1.959707 2.391257 0.4 -0.7 0.3
N -0.438061 1.118224 -1.367542 -1.2 0.2 0.4
N -0.090469 2.506891 0.554120 0.5 0.5 0.7
O -0.866827 -0.269308 -1.684375 1.3 1.3 1.8
O -0.664176 2.045390 -2.115120 0.0 -0.9 -0.6
O 0.602816 2.500991 1.565688 0.0 0.7 -0.2
O -0.813045 3.426001 0.223322 0.2 -0.7 -0.4
H -0.648833 0.785868 2.430232 -1.0 0.7 0.5
H 1.510565 -1.012665 -0.809544 0.4 0.2 -0.2
H 0.012641 -1.328266 3.776968 -0.6 1.0 0.3
H 2.265620 -2.635842 0.972672 2.1 -2.2 -1.3
H -2.263049 -0.001473 -3.163546 1.2 -0.6 -0.4
H -1.485723 -1.643535 -2.838887 0.0 0.4 -0.6
H -0.414651 -0.364314 -3.736539 -2.2 -0.4 1.1
```
Forces are in eV/Å.

E = -735.8915 Eh
E_HOMO (spin up / spin down) = -9.600 / -9.600 eV
Orbital gap (spin up / spin down) = 8.44 / 8.44 eV
Energy relative to the best compared isomer or geometry (same formula, charge and spin) = 1.613 eV



3.
ORCA calculation (wB97M-V/def2-TZVPD) on one molecule with the formula C7H7N3S at a distorted geometry.

XYZ file:
```
18
Properties=species:S:1:pos:R:3:forces:R:3
C 2.102643 1.168821 -0.480280 -1.0 -0.1 -1.0
C 2.956173 0.082272 -0.640122 2.1 1.1 0.1
C 2.060324 -0.993934 1.121508 -0.7 -1.5 0.1
C 0.976943 0.732127 0.240989 -1.3 1.7 0.7
C -1.404013 1.990083 0.284337 1.2 -2.1 -1.1
C -0.185342 1.534080 0.336525 -0.5 0.8 0.3
C -2.807520 -1.573556 -0.414004 -1.1 1.7 0.5
N 3.062546 -0.906328 0.263659 -0.2 0.0 -0.5
N 0.915752 -0.360166 1.022075 0.2 0.5 0.2
N -1.997869 0.910858 -0.384071 0.2 -0.5 -0.9
S -3.078475 0.010409 0.431579 0.3 -0.8 -0.1
H 2.065192 2.200172 -0.991668 0.4 -2.2 0.6
H 3.753515 0.079311 -1.399000 -0.4 0.1 0.3
H 2.030591 -1.777633 1.894327 0.7 0.3 -0.4
H -2.032230 2.730796 0.622739 -0.5 2.1 1.1
H -3.109557 -2.358330 0.174345 -0.1 -1.8 2.2
H -1.894248 -1.709843 -0.861047 2.8 0.1 -0.1
H -3.414418 -1.759146 -1.221898 -2.1 0.5 -2.2
```
Forces are in eV/Å.

E = -833.1895 Eh
E_HOMO (spin up / spin down) = -7.814 / -7.842 eV
Orbital gap (spin up / spin down) = 7.35 / 7.03 eV
Energy relative to the best compared isomer or geometry (same formula, charge and spin) = 6.665 eV



4.
ORCA calculation (wB97M-V/def2-TZVPD) on one molecule with the formula C7H7NO2 at a distorted geometry.

XYZ file:
```
17
Properties=species:S:1:pos:R:3:forces:R:3
C 0.253811 2.232082 -0.064995 3.2 0.7 -0.6
C -0.431331 0.944985 -0.107376 -2.1 -0.5 1.8
C -1.858456 0.875770 0.064334 -0.1 6.2 -2.0
C -2.536408 -0.229141 0.021511 -4.2 -5.9 1.7
N -1.950893 -1.501452 0.022245 1.6 2.9 -0.3
C -0.595963 -1.398695 -0.046061 -0.8 -5.4 -1.8
C 0.228061 -0.274778 -0.113900 -2.1 -0.2 0.2
C 1.679153 -0.421061 -0.076725 1.8 1.2 -3.1
O 2.384311 -0.435760 -1.111782 -1.9 -0.3 3.7
O 2.190557 -0.337099 1.146585 4.2 -0.7 -3.4
H 1.032867 2.263268 1.003565 -1.7 -0.1 -3.9
H 0.731973 2.169462 -1.295291 -0.5 1.1 4.0
H -0.386013 3.126898 0.082329 0.3 -0.8 -0.5
H -2.660174 1.834416 -0.102715 3.0 -2.1 0.9
H -3.739393 -0.247055 0.209505 3.1 0.1 -0.8
H -0.133249 -2.576287 -0.335865 -0.9 3.7 1.4
H 1.778095 -0.252638 1.943609 -2.9 0.2 2.7
```
Forces are in eV/Å.

SMILES = Cc1ccncc1C(=O)O
E = -476.0436 Eh
E_HOMO = -10.097 eV
Orbital gap = 10.26 eV
Energy relative to the best compared isomer or geometry (same formula, charge and spin) = 3.791 eV



5.
ORCA calculation (wB97M-V/def2-TZVPD) on one molecule with the formula C7H7NO2 at a distorted geometry.

XYZ file:
```
17
Properties=species:S:1:pos:R:3:forces:R:3
C 2.275357 -1.097434 -0.253835 1.2 -1.6 -1.3
C 1.445565 -0.407580 0.773205 0.7 -0.2 -0.7
O 1.906802 0.303092 1.631130 0.0 0.2 0.6
C 0.058294 -0.490518 0.461360 -3.2 0.9 0.4
C -0.898492 -1.176136 -0.172316 3.1 1.7 0.6
N -2.077771 -1.680536 -0.121976 -3.1 -0.3 0.5
C -2.741168 -0.935313 0.771791 0.0 -0.9 -0.3
O -2.265674 0.234626 1.130381 0.0 -0.9 0.5
C -1.028405 0.486176 0.500002 0.5 -1.3 0.4
C -0.992571 1.719100 -0.271300 1.0 -1.1 -1.7
H 2.777857 -2.053390 0.204339 -0.7 1.9 -0.9
H 3.048681 -0.312733 -0.570611 -0.9 -1.5 0.2
H 1.604214 -1.450972 -1.143324 1.5 0.7 1.6
H -3.631160 -1.307051 1.279598 0.2 0.3 -0.1
H -0.916118 1.290963 -1.289460 -0.1 1.0 -0.1
H -0.080032 2.206622 -0.054112 1.1 0.7 0.0
H -1.757229 2.434473 -0.220759 -1.4 0.5 0.3
```
Forces are in eV/Å.

SMILES = CC(=O)C1=C2N=CO[C@]21C
E = -475.9839 Eh
E_HOMO (spin up / spin down) = -8.005 / -8.006 eV
Orbital gap (spin up / spin down) = 7.67 / 7.67 eV
Energy relative to the best compared isomer or geometry (same formula, charge and spin) = 5.415 eV



6.
ORCA calculation (wB97M-V/def2-TZVPD) on a 2-piece molecular cluster, C7H7NO2S overall at a distorted geometry.

XYZ file:
```
18
Properties=species:S:1:pos:R:3:forces:R:3
C -2.141922 0.760547 0.147727 -1.2 -0.6 1.1
C -0.985884 1.306620 0.702917 0.1 -4.4 -2.6
C -2.152364 -0.615879 -0.148371 0.2 1.4 -0.9
C 0.228666 0.564554 0.712328 -2.7 -0.5 -0.3
C -0.992146 -1.288883 -0.235416 2.8 1.6 1.9
C 0.254788 -0.773009 0.242014 -1.3 1.9 0.6
C 1.435408 -1.547059 0.438070 0.1 -0.5 -0.5
N 2.380407 -2.191646 0.562983 -0.5 0.0 0.3
O 4.445673 -0.823856 -0.286783 2.5 1.2 -1.8
O 3.277099 1.024479 0.736474 -0.5 1.2 0.3
S 3.889630 0.676798 -0.534498 -1.2 -3.1 -0.2
H -3.132533 1.245649 0.099170 0.9 0.2 0.1
H -0.877633 2.254169 0.992524 -0.2 3.7 1.2
H -2.950696 -1.234619 -0.501549 -1.1 0.6 0.0
H 0.945581 1.171351 1.177972 1.9 -0.3 0.3
H -1.091222 -2.233021 -0.568752 0.3 -3.3 -1.0
H 2.812537 0.121534 -1.401093 0.9 1.1 0.9
H 4.063168 -1.418266 0.351502 -1.2 -0.1 0.6
```
Forces are in eV/Å.

E = -874.2715 Eh
E_HOMO = -9.646 eV
Orbital gap = 9.61 eV
Energy relative to the best compared isomer or geometry (same formula, charge and spin) = 1.047 eV



7.
ORCA calculation (wB97M-V/def2-TZVPD) on one molecule with the formula C7H7NO2S at a distorted geometry.

XYZ file:
```
18
Properties=species:S:1:pos:R:3:forces:R:3
C 0.105089 2.008831 -0.438761 1.7 -1.0 2.4
C 0.413632 0.540067 -0.072807 1.9 1.8 -0.4
C 1.843844 0.218015 -0.199682 -1.4 -0.3 -1.2
C 2.290306 -1.087798 0.062977 -0.8 1.2 0.6
C 1.395919 -2.056110 0.540941 -1.2 3.2 -0.9
C 0.077055 -1.673190 0.725822 -1.9 -1.9 2.0
C -0.434994 -0.383549 0.457646 -1.8 -1.3 0.3
S -2.340812 -0.077509 0.975774 3.4 -0.5 0.7
N -3.359089 0.308002 -0.416118 3.0 -0.8 0.6
O -3.030232 -0.088540 -1.495015 -0.8 0.2 -0.9
O -4.239464 0.989801 -0.024404 -2.4 0.9 -0.6
H 0.655978 2.607046 0.343119 -0.7 -0.3 -0.7
H 0.628040 2.172587 -1.335142 0.3 0.6 -1.4
H -0.896066 2.338960 -0.468897 -1.2 0.0 -0.1
H 2.464680 0.995228 -0.760989 -0.6 -1.2 1.3
H 3.322812 -1.343499 0.101160 0.8 0.0 -0.6
H 1.695431 -3.027729 0.684966 0.6 -2.0 0.6
H -0.592122 -2.440621 1.319402 1.1 1.6 -1.7
```
Forces are in eV/Å.

SMILES = Cc1ccccc1S[N+](=O)[O-]
E = -874.2020 Eh
E_HOMO = -9.508 eV
Orbital gap = 9.64 eV
Energy relative to the best compared isomer or geometry (same formula, charge and spin) = 2.937 eV



8.
ORCA calculation (wB97M-V/def2-TZVPD) on one molecule with the formula C7H7NO2S at a distorted geometry.

XYZ file:
```
18
Properties=species:S:1:pos:R:3:forces:R:3
O -2.712803 1.124560 0.371466 0.6 -0.4 0.3
C -1.786540 0.466576 0.051475 0.9 1.2 -2.6
S -1.567490 -1.273807 0.021316 -0.2 -0.2 0.2
O -3.095570 -1.812145 0.254747 -0.9 0.4 2.3
N -0.400933 1.174323 -0.847668 -3.6 -1.1 2.2
C 0.144226 0.164098 -1.609092 2.1 -1.8 -1.0
C 1.066263 -0.774721 -1.248110 -1.7 0.5 -4.4
C 1.590599 -1.035024 0.007791 2.8 -0.3 1.3
C 1.803832 -0.163981 0.988203 -2.8 1.9 -0.5
C 1.176056 1.183691 1.042469 1.9 -1.8 0.5
C 0.310811 1.701486 0.227854 -2.4 4.6 -0.4
H -3.387751 -1.685880 1.220291 0.7 -0.2 -2.0
H -0.200525 0.087282 -2.650601 0.0 0.4 0.5
H 1.336167 -1.424937 -2.149100 -0.2 0.6 1.6
H 2.248803 -1.874711 0.117861 -0.4 -1.0 -0.1
H 2.159369 -0.521360 1.891702 1.3 -0.5 1.5
H 1.434183 1.826772 1.832530 0.6 0.6 1.0
H -0.118704 2.837781 0.476874 1.4 -3.0 -0.6
```
Forces are in eV/Å.

SMILES = O=C(SO)N1C=CC=CC=C1
E = -874.1995 Eh
E_HOMO = -7.687 eV
Orbital gap = 7.51 eV
Energy relative to the best compared isomer or geometry (same formula, charge and spin) = 3.005 eV



- Which of these has the lowest E?
  number 6



- What is the E in the eighth record?
  -874.1995 Eh



- Look up the energy relative to the best compared isomer or geometry (same formula, charge and spin) of the first one.
  5.694 eV



- Which of these has the highest energy relative to the best compared isomer or geometry (same formula, charge and spin)?
  C7H7N3S